{
  "formula": "C6H19N2O2PTl",
  "method": "ωB97M-V/def2-TZVPD",
  "relative_energy_kcal_mol": 0.00,
  "homo_lumo_gap_ev": 8.21,
  "charge": 1,
  "max_force_ev_per_a": 5.4,
  "symbols": ["Tl", "H", "H", "P", "C", "H", "H", "H", "C", "H", "H", "H", "C", "H", "H", "H", "C", "O", "H", "H", "C", "N", "C", "N", "O", "H", "H", "H", "H", "H", "H"],
  "positions_angstrom": [[-0.19397, 0.61001, -0.23594], [1.05208, -1.72655, 0.66880], [1.07989, -1.92758, -0.09160], [0.13043, 0.07083, -2.61092], [-1.47297, -0.34792, -3.37116], [-1.30402, -0.22053, -4.46537], [-1.71848, -1.40370, -3.09446], [-2.25053, 0.35326, -2.97508], [0.55237, 1.80370, -3.07637], [1.51508, 2.06095, -2.58782], [0.61262, 1.81570, -4.17899], [-0.24342, 2.46718, -2.68501], [1.44188, -1.01775, -3.24560], [1.16839, -2.07207, -2.98881], [1.46460, -0.83682, -4.34665], [2.40555, -0.73580, -2.74988], [-1.82918, -0.87460, -0.10452], [-2.86543, -1.22814, 0.22608], [1.62739, 0.86062, -0.05826], [-0.83359, 2.34900, -0.39520], [-2.08479, 0.36476, 4.39258], [-0.68307, 0.75323, 4.35019], [-0.10415, 0.60636, 3.13563], [1.19001, 0.96172, 2.99824], [-0.77008, 0.14662, 2.13241], [-2.42194, 0.06660, 3.37908], [-2.68328, 1.21810, 4.71960], [-2.20531, -0.49274, 5.06011], [-0.16204, 1.06288, 5.20626], [1.64958, 0.89735, 2.11298], [1.75050, 1.26426, 3.77397]]
}